Entry 1:
Molecular formula: C12H18BrN3O2
Method: DFT, wB97M-V/def2-TZVPD

Calculated values
Structure (SMILES)   Cc1nn(CCCNC(=O)[C@@H]2CCCO2)cc1Br
HOMO energy   -8.684 eV
E   -3356.83165 Eh
Net charge   0
Energy relative to the best compared isomer or geometry (same formula, charge and spin)   3.2 kcal/mol
Kohn-Sham gap   9.42 eV

XYZ file:
```
36
Properties=species:S:1:pos:R:3:forces:R:3:nbo_charge:R:1
Br -5.0432 1.7585 -1.8659 0.2202 0.0457 0.1669 0.069
O -0.1838 -1.3175 -0.7491 -0.3425 -0.0746 -0.1998 -0.632
O 3.2858 -1.9840 -0.2832 0.1385 0.1402 -0.2785 -0.533
N 1.5066 -0.0831 0.1112 0.4090 0.2906 0.1868 -0.614
N -1.6055 2.8265 -0.0864 -0.5040 0.0202 -0.3104 -0.160
N -2.2317 2.3490 0.9887 0.1190 -0.0644 0.8553 -0.273
C 0.7466 2.2029 -0.3982 -0.2204 -0.0300 0.2926 -0.407
C -3.4201 1.9285 0.5977 -0.0387 0.0852 -0.5136 0.113
C 2.0752 -2.1402 -1.0070 -0.3578 -0.0657 -0.2656 0.001
C 1.6052 -3.5962 -0.8150 -0.0566 0.0870 0.0426 -0.429
C 2.6426 -4.1900 0.1433 0.1857 0.2185 -0.0123 -0.429
C 0.6919 1.0145 0.5671 -0.2292 0.1044 -0.2238 -0.234
C -0.2502 3.2926 0.0073 0.6281 -0.0560 -0.1007 -0.208
C 3.2720 -2.9402 0.7590 -0.0136 -0.3491 0.3032 -0.072
C -4.4144 1.3250 1.5177 0.0626 -0.0079 0.0146 -0.640
C -2.3637 2.7173 -1.1937 -0.3784 -0.1465 0.0595 -0.062
C 0.9985 -1.1450 -0.5399 0.5122 -0.1494 0.0779 0.650
C -3.5490 2.1456 -0.7886 0.0772 0.0768 -0.2327 -0.200
H -0.1312 4.1679 -0.6372 -0.0528 -0.0354 0.1351 0.210
H 2.6624 -2.5762 1.5990 0.0632 -0.0117 -0.0246 0.162
H 2.5116 -0.0303 0.1969 -0.1263 -0.1329 0.0004 0.413
H 2.2937 -1.9075 -2.0557 -0.0639 -0.0155 0.1299 0.210
H 0.6044 -3.5941 -0.3832 0.0253 -0.0320 -0.0883 0.236
H 0.5082 1.8489 -1.4033 0.0448 0.0148 -0.0341 0.212
H -5.3724 1.8350 1.4263 -0.0558 -0.0168 0.0501 0.225
H 1.0190 1.3231 1.5636 -0.0814 -0.0289 -0.0158 0.195
H 2.2012 -4.8399 0.8944 -0.0003 -0.0643 0.0180 0.218
H -4.5654 0.2754 1.2667 -0.0605 -0.0458 0.0426 0.228
H -0.3332 0.6407 0.6312 0.1442 0.0930 0.1011 0.244
H -4.0567 1.3998 2.5400 -0.0218 -0.0149 0.0868 0.232
H 3.3978 -4.7484 -0.4099 0.0212 -0.0309 0.0522 0.205
H -2.0371 3.0441 -2.1596 0.0982 0.0771 -0.1964 0.225
H -0.0852 3.5830 1.0473 -0.0745 0.0784 -0.1161 0.225
H 4.3008 -3.0796 1.0915 -0.0748 0.0188 0.0432 0.196
H 1.5672 -4.1330 -1.7598 -0.0436 0.0001 0.0075 0.220
H 1.7523 2.6271 -0.4130 0.0472 0.0219 -0.0536 0.204
```
Positions in Å, forces in eV/Å.



Entry 2:
Molecular formula: C12H18Cl4O4Pd
Method: DFT, wB97M-V/def2-TZVPD

Calculated values
2S+1   5
HOMO energy (alpha / beta)   -1.368 / -0.452 eV
E   -2737.48939 Eh
Net charge   -2
Energy relative to the best compared isomer or geometry (same formula, charge and spin)   56.5 kcal/mol
Kohn-Sham gap (alpha / beta)   6.31 / 3.83 eV

XYZ file:
```
39
Properties=species:S:1:pos:R:3:forces:R:3:lowdin_spin:R:1
Pd -0.2780 1.6594 0.3096 4.5147 -3.3472 1.7490 1.228
Cl -1.0634 4.5346 2.9782 0.1544 0.4429 -0.0835 0.000
Cl -2.0977 2.2145 -0.3249 -6.2552 2.3627 -2.0859 0.289
Cl 1.3628 2.7855 -0.7724 1.2806 0.5992 -0.6092 0.176
Cl -3.4040 3.0215 3.7605 -0.2510 -0.0505 -0.0079 0.001
O 0.1537 1.8495 2.5393 -0.2599 1.1276 1.3543 0.016
O -0.6472 -0.3826 0.8960 -0.5483 1.0270 0.8811 0.399
O 2.9584 -1.9581 1.0345 -3.5149 4.3884 0.1150 0.407
O -1.6596 0.7266 3.1690 -0.5222 0.3954 0.4944 0.004
C -1.9943 -2.9196 -0.8202 -0.5524 -0.6111 0.8210 0.042
C 0.6204 -0.7365 -2.3457 -0.8456 -0.5493 0.0292 0.291
C 0.2462 -1.9244 -1.6523 -0.4577 -0.4175 0.1660 0.165
C -1.6889 -0.7463 -2.1604 2.2698 0.2417 -0.3660 0.237
C -0.6646 1.2102 -3.4777 -0.3594 0.7146 0.4873 0.019
C -3.0685 -0.2737 -2.1700 -0.7538 0.4968 -0.3927 0.037
C -1.6337 3.0587 3.7406 0.7718 -0.7938 -0.0107 0.000
C 1.1723 -2.9450 -1.1262 -0.1535 0.3048 -0.3347 0.045
C 1.9841 -0.3016 -2.6822 0.6996 0.8813 1.1023 0.045
C -1.1784 -1.9352 -1.5161 1.2897 1.5238 -0.3530 0.300
C -0.5660 -0.0392 -2.7034 -1.5384 -0.9310 0.8326 0.187
C -0.9805 1.7576 3.0558 0.1864 -0.5293 0.3644 0.002
H -0.9288 2.0539 -2.7982 0.2027 -0.4216 -0.4061 0.009
H -1.4574 1.1382 -4.2309 0.0975 0.0321 -0.0655 0.004
H 2.2553 -0.6279 -3.6738 0.2371 -0.2013 -0.5389 0.018
H -2.9436 -2.4710 -0.4827 0.4216 -0.2172 -0.0335 0.002
H -1.0594 -0.1001 1.8002 0.9437 -0.9853 -1.8056 0.002
H 2.7233 -0.6852 -1.9487 -0.4045 0.0693 -0.4359 0.002
H 0.2857 1.4346 -3.9423 0.1634 0.2100 -0.2578 0.000
H -2.2423 -3.7662 -1.4729 0.0012 -0.0480 0.0030 0.017
H 2.0506 0.8101 -2.6367 -0.0582 -0.6967 -0.0720 0.006
H -1.3291 3.0818 4.7944 -0.0056 0.0141 -0.3704 0.000
H 2.2083 -0.9903 1.1690 3.3622 -4.6143 -0.6161 -0.009
H 1.5696 -3.5717 -1.9485 0.1915 0.2431 0.3761 0.016
H -3.3934 -0.0804 -3.2174 -0.0430 -0.0328 0.5274 0.010
H -1.4625 -3.3140 0.0595 -0.2238 0.1645 -0.2594 0.006
H 0.6712 -3.5880 -0.4052 0.0482 -0.0661 -0.0026 0.000
H 2.0297 -2.4475 -0.5864 0.0779 -0.1758 0.3924 0.011
H -3.1244 0.6803 -1.5964 -0.0543 -0.6048 -0.4503 0.016
H -3.7373 -0.9967 -1.7014 -0.1124 0.0539 -0.1379 0.000
```
Positions in Å, forces in eV/Å.



Entry 3:
Molecular formula: C12H18F2KNO13S2
Method: DFT, wB97M-V/def2-TZVPD

Calculated values
HOMO energy   -10.301 eV
E   -3097.03828 Eh
Net charge   0
Energy relative to the best compared isomer or geometry (same formula, charge and spin)   0.0 kcal/mol
Kohn-Sham gap   8.37 eV

XYZ file:
```
49
Properties=species:S:1:pos:R:3:forces:R:3:nbo_charge:R:1
K -2.6979 0.8299 3.1984 0.0969 -0.2513 0.0257 0.987
S 0.5452 -1.1821 1.9091 1.7929 1.3735 -0.7414 2.487
S -1.6663 -2.3666 1.6399 -0.7425 0.6902 1.2913 2.489
F -3.0957 -2.1011 2.3234 -0.2558 0.5575 -0.2849 -0.531
F 1.0075 0.3513 1.6918 -0.4856 -0.2920 0.3617 -0.526
O -0.4624 -7.6565 -2.7523 -0.0792 -0.6194 -0.0559 -0.579
O 4.1978 4.3194 3.8622 0.3537 0.1098 0.1972 -0.561
O 0.7502 -5.8824 -2.0869 -0.1730 -0.0829 0.3931 -0.498
O -1.9760 -0.0573 -1.7467 0.1984 0.0382 0.0046 -0.480
O 2.9140 5.1128 2.1937 0.0097 -0.1189 -0.2386 -0.490
O 0.8478 -1.7687 0.6449 -0.1370 -0.2811 0.1254 -0.920
O 2.6133 3.0254 2.9291 0.0818 0.2360 -0.1315 -0.493
O -1.1796 -3.4577 2.3816 0.6556 -0.6276 0.4171 -0.891
O -1.3791 -5.6026 -2.6778 0.1551 0.1272 -0.1644 -0.500
O 1.2472 -1.5927 3.0659 -0.2745 0.0359 0.3465 -0.881
O -1.8977 -2.5038 0.2611 -0.5602 0.2849 -0.9989 -0.901
O -0.6434 1.6628 -1.2612 -0.0867 -0.1935 -0.1530 -0.502
O -0.1125 0.2716 -2.9598 0.2735 -0.0139 -0.2816 -0.551
N -1.0266 -0.9033 2.0897 -0.1237 -1.6939 -0.4290 -1.305
C -1.9998 3.0035 0.1611 -0.5151 0.1299 -0.0743 -0.633
C 3.3414 4.1735 3.0633 -0.5586 -0.3521 -0.0274 0.970
C -2.6361 0.6180 -0.6863 0.4116 0.3137 -0.0660 -0.096
C -0.3732 -6.5012 -2.5231 0.1129 0.8087 0.1074 0.974
C -1.5748 1.5906 -0.1690 0.8179 0.3020 0.0928 0.039
C 1.7859 4.6260 1.4501 -0.3064 0.1787 0.1683 0.062
C 1.7406 3.1362 1.8067 0.1680 0.3864 0.1482 -0.084
C 0.4647 -4.5059 -1.7790 -0.5601 0.5409 -1.2973 0.064
C 1.6041 -3.6297 -2.2202 -0.1131 1.0603 1.2533 -0.636
C -0.8267 0.5903 -2.0782 -0.4486 -0.0135 0.3224 0.976
C 1.9040 4.9024 -0.0175 -0.1898 -0.5602 -0.8708 -0.635
C -0.8305 -4.2801 -2.5791 0.1683 0.0133 0.6739 -0.095
H 1.7588 -3.5648 -3.2918 0.2816 -0.5592 -0.0572 0.217
H 2.4699 -3.8563 -1.5939 0.3086 -0.2906 -0.6487 0.230
H -0.9809 1.1769 0.6536 -0.3785 -0.2223 0.0241 0.198
H -1.5081 -3.6426 -2.0168 -0.1606 -0.0599 -0.1407 0.211
H 0.2299 -4.3283 -0.7293 0.3169 -0.5347 0.2093 0.196
H -1.2150 3.5561 0.6754 0.0927 -0.0287 -0.0900 0.220
H 1.1739 4.2950 -0.5723 -0.1325 0.0703 0.2936 0.223
H 0.9067 5.1584 1.8292 0.0394 -0.1122 0.1547 0.172
H -2.8993 3.0507 0.7890 0.0528 -0.1796 0.0056 0.192
H -2.9056 -0.1192 0.0671 -0.2501 -0.0255 -0.0842 0.200
H -3.4939 1.1535 -1.0986 -0.1536 -0.1144 0.1403 0.186
H 2.1059 2.5166 0.9900 -0.0145 -0.1129 0.0143 0.203
H 1.3910 -2.5985 -1.9021 -0.2886 -0.1368 -0.0940 0.235
H -0.6516 -3.8540 -3.5664 0.0040 -0.1697 -0.1172 0.178
H 2.8535 4.5546 -0.4304 0.1668 0.3351 0.2169 0.232
H -2.2520 3.5284 -0.7619 0.0251 0.0291 0.0368 0.244
H 0.7437 2.8181 2.1106 0.0683 -0.0911 -0.0892 0.174
H 1.6876 5.9330 -0.2862 0.3357 0.1163 0.1115 0.227
```
Positions in Å, forces in eV/Å.



Entry 4:
Molecular formula: C12H18FNP
Method: DFT, wB97M-V/def2-TZVPD

Calculated values
Structure (SMILES)   F/C(=C1/C=CC=C[C@H]1P)C1CC[NH2+]CC1
HOMO energy   -10.608 eV
E   -963.65101 Eh
Net charge   +1
Energy relative to the best compared isomer or geometry (same formula, charge and spin)   77.6 kcal/mol
Kohn-Sham gap   7.38 eV

XYZ file:
```
33
Properties=species:S:1:pos:R:3:forces:R:3:nbo_charge:R:1
P -2.9930 1.2158 3.0887 1.5804 1.6543 -0.3538 0.322
F -0.9045 1.8965 -0.4894 0.3245 -0.4683 0.4523 -0.362
N 3.0998 0.0396 -1.7655 -1.8449 0.0967 -3.2789 -0.496
C -2.5634 -1.9625 1.7218 -1.7457 3.3985 -2.6999 -0.152
C 0.6451 -0.3398 -1.8305 -1.2222 1.6933 -2.4967 -0.415
C 1.7960 0.9705 -0.0037 -0.5012 -0.7281 1.7911 -0.414
C -2.9265 0.8185 1.2373 -0.9664 -0.8958 -0.7707 -0.530
C 1.9836 -0.9617 -2.2076 -1.2700 0.7629 4.8684 -0.220
C -1.6752 0.0819 0.7896 1.6776 2.0769 -0.1405 -0.084
C -0.6604 0.6537 0.0822 -2.7193 0.8009 -0.3715 0.455
C 0.6054 0.1004 -0.4011 1.0690 -1.5219 2.8343 -0.334
C -1.4909 -1.2312 1.3337 -4.1866 -0.6094 0.8719 -0.242
C -4.1139 -0.1263 1.0510 3.1111 -0.5801 0.9219 -0.167
C -3.9164 -1.4214 1.3048 -1.4987 -1.6615 0.8373 -0.243
C 3.0806 0.2398 -0.3585 1.2262 1.5335 2.3826 -0.243
H -4.9772 0.4113 0.9112 -2.3767 0.3887 -0.5279 0.219
H 0.6085 0.6404 -2.5402 -0.7487 -2.0515 1.5631 0.211
H 1.6786 1.0624 1.1514 0.6496 0.4616 -2.0996 0.268
H 2.0195 -1.1034 -3.2194 0.6300 -1.0135 -2.3564 0.238
H -3.1830 1.7386 0.7151 0.7065 -0.0798 -0.2443 0.258
H -0.2479 -1.0546 -2.0275 1.6451 1.2586 -0.1040 0.280
H 3.9423 0.8661 0.0102 -0.5905 -0.7314 -0.7594 0.249
H -2.1609 2.4368 2.8529 -0.2429 -1.1729 0.6122 -0.022
H -2.5741 -2.9214 2.0967 0.5057 -1.8515 0.9271 0.219
H 3.2097 -0.7520 0.0238 -0.2128 -0.4401 0.9420 0.221
H 3.9341 -0.3388 -2.1675 1.0694 -0.0106 0.0475 0.442
H 0.8175 -0.7371 0.3784 -0.6816 0.3916 -1.8215 0.231
H -4.0447 2.1577 3.0471 -0.4988 -0.3807 -0.2596 -0.009
H 2.8872 0.9489 -2.2364 0.3612 -0.7628 0.1314 0.433
H -4.8225 -2.1373 1.3264 1.6785 1.1576 -0.1050 0.230
H -0.6236 -1.6770 1.5300 3.8828 -1.2350 0.4548 0.201
H 1.9736 -1.7783 -1.4370 1.1681 -0.0849 -1.5321 0.235
H 1.7790 1.9107 -0.5395 0.0212 0.6049 0.2841 0.221
```
Positions in Å, forces in eV/Å.



Entry 5:
Molecular formula: C12H18N4O3S2
Method: DFT, wB97M-V/def2-TZVPD

Calculated values
Structure (SMILES)   COCC(=O)Nc1nnc(SCC(=O)N2CCCCC2)s1
HOMO energy   -8.368 eV
E   -1709.19090 Eh
Net charge   0
Energy relative to the best compared isomer or geometry (same formula, charge and spin)   0.0 kcal/mol
Kohn-Sham gap   8.95 eV

XYZ file:
```
39
Properties=species:S:1:pos:R:3:forces:R:3:nbo_charge:R:1
S -2.2957 0.7314 1.2780 0.5515 -0.0823 -0.8642 0.419
S 0.7073 1.0552 0.8970 0.5615 0.1869 0.1268 0.296
O 3.5236 2.4491 -0.9004 -0.0125 0.2507 -0.2058 -0.620
O -4.8019 0.5610 1.9611 -0.2112 0.0384 0.3054 -0.592
O -6.9899 -0.1590 -0.7382 0.2869 0.0426 0.1121 -0.549
N -4.4889 0.1625 -0.2400 -0.3922 -0.0990 -0.2389 -0.615
N -1.0890 0.4298 -0.9824 1.5173 0.2350 0.2285 -0.304
N 3.8770 0.5796 0.2991 0.3082 -0.0552 0.3344 -0.436
N -2.3718 0.2147 -1.2443 -1.8638 -0.3297 -0.4948 -0.292
C 4.3466 -1.8028 0.1013 0.0751 0.0520 0.3154 -0.407
C 5.8366 -1.5226 0.2778 -0.0560 0.0117 -0.3246 -0.399
C 1.6578 0.9983 -0.6656 -0.3463 0.0992 0.1331 -0.605
C 6.1591 -0.1168 -0.2222 -0.0312 -0.0324 0.3084 -0.406
C -6.7450 0.1126 0.6186 -0.2211 0.0277 0.2512 -0.153
C 3.5250 -0.7238 0.8121 -0.1509 -0.4942 -0.2177 -0.217
C -0.8591 0.7121 0.2570 -0.6241 -0.0422 0.2526 -0.175
C -8.3589 -0.3154 -1.0308 -0.1279 -0.0241 -0.0665 -0.245
C -5.2601 0.3041 0.8707 -0.3610 -0.1414 -0.4953 0.668
C 3.1069 1.4061 -0.4340 -0.4849 0.0731 -0.0235 0.668
C 5.2772 0.9056 0.4920 0.3371 0.2860 -0.2783 -0.226
C -3.1331 0.3283 -0.2105 0.8545 0.2373 0.7297 0.197
H -4.9332 -0.0506 -1.1248 0.0483 0.0273 0.0878 0.449
H 5.9733 -0.0566 -1.2963 0.0280 0.0481 -0.0561 0.204
H -8.9197 0.5959 -0.7953 0.0193 -0.0275 -0.0156 0.173
H 6.0973 -1.6012 1.3360 0.0463 -0.0438 0.0628 0.194
H 4.0982 -1.8001 -0.9622 -0.0710 -0.0304 -0.0396 0.201
H -8.4237 -0.5178 -2.0974 -0.0914 -0.0007 0.0390 0.202
H 1.5590 -0.0007 -1.0876 0.0308 0.0127 -0.0467 0.241
H 7.2082 0.1213 -0.0440 0.0418 0.0363 -0.0484 0.213
H 5.4918 0.9016 1.5664 0.0041 0.0132 -0.0087 0.186
H 3.7543 -0.7400 1.8846 -0.0842 -0.0265 -0.0173 0.192
H 6.4250 -2.2613 -0.2689 0.0426 -0.0406 0.0735 0.212
H 5.4417 1.9085 0.0964 -0.0143 -0.1244 0.1481 0.251
H -8.7897 -1.1531 -0.4711 0.0143 0.0205 -0.0251 0.172
H -7.0981 -0.7098 1.2603 0.0962 0.1119 -0.0590 0.201
H 4.0902 -2.7811 0.5099 -0.0472 -0.0459 -0.0300 0.212
H 2.4610 -0.9160 0.6969 0.0477 0.0637 0.0569 0.222
H -7.2643 1.0282 0.9420 0.1173 -0.1044 -0.0198 0.201
H 1.2052 1.7226 -1.3412 0.1624 -0.1298 0.0103 0.267
```
Positions in Å, forces in eV/Å.



Entry 6:
Molecular formula: C12H18NO9
Method: DFT, wB97M-V/def2-TZVPD

Calculated values
HOMO energy   -3.681 eV
E   -1199.84559 Eh
Net charge   -1
Energy relative to the best compared isomer or geometry (same formula, charge and spin)   60.1 kcal/mol
Kohn-Sham gap   6.03 eV

XYZ file:
```
40
Properties=species:S:1:pos:R:3:forces:R:3:nbo_charge:R:1
O -24.4476 21.1407 2.6221 -0.2402 2.1204 -4.1870 -0.550
O -19.1916 17.5828 2.5292 1.8099 -2.8249 -1.9017 -0.562
O -13.4467 23.6652 -2.0182 -2.1630 -0.4347 1.0183 -0.593
O -20.0713 19.0123 3.7159 -0.4934 0.6847 1.3336 -0.614
O -24.8010 23.1823 1.8051 -0.4365 1.0533 -1.0356 -0.478
O -21.7886 13.0578 7.8531 -0.0588 -1.4307 -1.3052 -0.583
O -15.3042 23.8155 -0.6960 -0.9853 -2.3881 0.6466 -0.478
O -20.6079 16.9739 4.0739 -0.1082 -1.8971 0.4488 -0.539
O -20.5699 11.3177 7.9927 1.6004 -2.8346 0.3805 -0.447
N -19.9331 17.7844 3.4653 -1.1151 4.0450 0.0121 0.715
C -14.3629 21.5920 -1.0429 0.1328 1.4984 -1.4685 -0.515
C -24.4310 21.9036 1.6241 1.4526 -1.7865 4.3746 0.773
C -16.1389 22.7552 -0.0297 -0.8459 -1.4906 0.2908 -0.098
C -24.4280 23.9846 0.6755 1.3738 0.9946 -0.5049 -0.082
C -20.8713 10.4017 5.8605 0.3986 -1.4733 -1.4065 -0.435
C -21.8264 11.5286 5.9969 -0.9637 -0.2700 0.2981 -0.530
C -21.4121 12.0125 7.3131 -2.3371 7.0045 2.2676 0.759
C -20.3156 10.1296 7.2485 0.4546 -0.4064 -0.4812 -0.075
C -23.9116 21.7195 0.2130 -0.9718 -0.0940 -0.6676 -0.533
C -23.9301 23.1256 -0.4757 -0.7703 -1.2300 0.3048 -0.424
C -15.5753 21.3029 -0.1718 2.1933 0.9255 -0.9219 -0.436
C -14.3423 23.1499 -1.3577 3.0423 -0.7252 0.0046 0.792
H -25.1955 24.6418 0.2669 -0.4057 -0.0836 0.9261 0.184
H -23.0011 21.1237 0.1482 -0.1811 0.1286 0.1499 0.268
H -16.2487 22.8580 1.0499 -0.0645 1.2099 -0.3166 0.212
H -24.7623 21.1546 -0.1682 0.3174 -0.5052 -0.6222 0.241
H -20.8364 9.2592 7.6475 0.1694 0.1403 0.6126 0.172
H -21.9616 12.2777 5.2168 0.7628 0.1054 0.2191 0.276
H -13.4228 21.2766 -0.5903 0.0536 0.3213 -0.2255 0.236
H -15.1207 20.8977 0.7323 -0.9186 -0.0174 0.2645 0.222
H -21.4074 9.5043 5.5516 0.4407 -0.0674 -0.5653 0.211
H -23.5368 24.5742 0.8904 -0.3999 0.4369 0.9761 0.181
H -14.4046 21.2103 -2.0631 0.0155 -0.5489 0.1200 0.230
H -24.6730 23.2524 -1.2631 0.0177 -0.8176 -0.1990 0.201
H -22.8539 11.2106 6.1734 -0.1557 -0.4393 -0.0482 0.236
H -16.2077 20.5841 -0.6928 -0.3472 0.2646 0.5407 0.230
H -19.2392 9.9657 7.1980 -0.1041 -0.1600 0.3158 0.192
H -17.0980 22.6018 -0.5245 -0.1490 1.3516 0.0818 0.198
H -20.0440 10.6492 5.1953 -0.2136 -0.1504 -0.2452 0.222
H -23.0032 23.4744 -0.9310 0.1935 -0.2089 0.5151 0.219
```
Positions in Å, forces in eV/Å.



- E of number 3 (C12H18F2KNO13S2)?
  -3097.03828 Eh